Density functional theory data (the ωB97M-V functional and the def2-TZVPD basis) for a structure of composition C30H53NO4SSbSiW.

E_tot (eV): -68694.6297
Gap between HOMO and LUMO (spin up / spin down) (eV): 3.71 / 3.70
Total charge: +3
Energy relative to the best compared isomer or geometry (same formula, charge and spin) (eV): 3.022

The geometry in XYZ format:
```
92
Properties=species:S:1:pos:R:3:forces:R:3:mulliken_charge:R:1
W -0.06361 0.50914 1.23631 0.345 -0.045 -3.021 2.122
C 1.67774 3.58385 -1.24453 0.311 -0.116 -0.069 -1.465
C 2.02891 2.66982 -0.09591 -0.641 -0.101 -0.509 -0.313
C 1.20449 2.69471 1.05524 -0.520 0.025 0.363 -0.473
C 1.63485 2.08753 2.26965 0.619 -0.136 -0.148 0.831
C 1.36323 2.73838 3.59862 -0.269 -0.190 0.610 -1.113
C 2.64356 1.09989 2.16484 -0.836 -0.338 0.143 -0.342
C 3.44735 1.00163 1.00720 0.170 0.382 -1.048 -0.049
C 4.69078 0.16160 1.04450 -0.016 -0.094 -0.233 -1.553
C 3.11085 1.79253 -0.10805 0.755 -0.310 0.004 0.359
H 1.88834 4.63575 -0.95114 -0.184 -0.547 -0.075 0.426
H 0.60739 3.51313 -1.51605 0.417 0.015 0.232 0.330
H 2.28134 3.36980 -2.13887 -0.204 0.070 0.353 0.372
H 0.39100 3.42259 1.08219 0.437 0.059 0.160 0.459
H 1.80259 3.75328 3.58987 -0.149 -0.461 -0.112 0.305
H 1.85792 2.17813 4.40880 -0.222 0.284 -0.249 0.511
H 0.29437 2.82587 3.82096 0.282 0.136 0.016 0.264
H 2.81277 0.37072 2.96677 0.216 0.714 0.065 0.467
H 5.35397 0.51649 1.85005 -0.240 -0.129 -0.163 0.459
H 5.24586 0.24105 0.10071 -0.186 -0.075 0.302 0.390
H 4.46028 -0.90093 1.24456 0.052 0.407 -0.006 0.325
H 3.69015 1.70345 -1.03828 -0.041 0.157 0.646 0.575
O -1.54470 -1.19091 0.60905 4.054 3.031 1.638 -0.388
S -0.22899 -2.11894 1.12452 -1.713 -4.118 2.841 -0.879
O -0.57760 -2.59120 2.49771 0.578 0.983 -2.507 -0.295
O 0.27482 0.61568 -0.85508 -1.043 -0.987 5.404 -0.644
O 1.19608 -1.37638 1.25078 -3.084 3.822 0.414 -0.421
C -1.66935 4.47585 1.80926 0.714 0.633 -0.408 -1.307
Si -2.34189 2.76090 1.91259 -1.906 1.518 0.033 0.451
C -2.70194 2.07023 0.22763 -0.624 0.508 -0.531 0.152
C -3.74511 2.82668 3.12926 -0.592 -0.408 0.375 -1.190
N -1.18844 1.54386 2.45307 2.699 -2.016 -1.623 -0.256
C -1.38392 0.44431 3.29019 0.420 -0.345 0.633 0.466
C -0.37642 -0.00921 4.18322 0.168 -0.272 0.108 0.444
C -0.63636 -1.10665 5.01191 -0.130 0.144 0.088 -1.078
C -1.93444 -1.61904 5.06010 0.654 -0.157 -0.013 -0.575
C -2.92510 -1.15086 4.18858 -0.524 -0.255 -0.109 -0.903
C -2.65835 -0.15016 3.30182 -0.620 -0.472 -0.701 0.047
H -2.48506 5.22076 1.92594 0.345 -0.581 -0.002 0.458
H -1.23248 4.66598 0.81077 -0.071 0.077 0.411 0.377
H -0.90962 4.70816 2.57423 -0.279 0.010 -0.229 0.381
H -3.18335 2.89884 -0.34850 0.410 -0.637 0.126 0.561
H -3.43076 1.24066 0.25956 0.440 0.223 -0.027 0.325
H -1.78658 1.75159 -0.31946 -0.551 0.207 0.054 -0.798
H -4.06423 3.86625 3.33880 0.307 -0.495 -0.195 0.457
H -3.48940 2.35983 4.10076 -0.115 0.261 -0.397 0.359
H -4.63768 2.29357 2.74944 0.348 0.191 0.193 0.356
H 0.57859 0.51604 4.24478 -0.349 -0.215 -0.030 0.271
H 0.16012 -1.53316 5.63188 -0.413 0.283 -0.206 0.483
H -2.18978 -2.44409 5.72302 0.211 0.210 -0.035 0.453
H -3.89421 -1.65117 4.17292 0.210 0.261 0.095 0.469
H -3.38984 0.14543 2.53461 0.319 -0.131 0.565 0.497
C -0.21875 -4.30280 -2.83219 -0.519 1.046 -0.506 -0.963
C -0.23494 -4.02535 -1.35504 -0.255 -1.112 0.086 0.915
C -1.60245 -4.11008 -0.71512 0.205 0.288 -0.121 -1.024
C 1.01569 -4.38567 -0.59451 0.053 0.290 -0.382 -0.953
Sb 0.06089 -1.20966 -1.66260 0.035 0.206 -3.185 1.120
C 2.15667 -0.92702 -2.72105 -0.987 -0.317 0.609 1.509
C 2.17296 0.54495 -3.10289 0.407 -0.153 -0.842 -1.327
C 2.24672 -1.85445 -3.92989 -0.173 -0.238 0.002 -1.601
C 3.11114 -1.32199 -1.59309 0.479 -0.035 -0.544 -1.015
C -1.64144 -0.36744 -3.05535 0.627 -0.601 0.562 1.273
C -1.55831 -1.15661 -4.36959 0.068 -0.195 0.089 -1.346
C -2.93500 -0.62168 -2.27540 -0.239 -0.037 -0.545 -1.211
C -1.32353 1.10750 -3.24959 -0.038 0.045 -0.845 -1.177
H -0.06779 -5.38087 -3.02059 0.077 0.221 0.296 0.496
H 0.57256 -3.75498 -3.38571 -0.363 -0.528 0.443 0.191
H -1.19472 -4.02591 -3.28365 0.583 -0.309 0.248 0.300
H -1.98408 -5.14917 -0.84205 0.386 0.360 -0.033 0.569
H -2.33012 -3.45846 -1.23941 0.391 -0.387 0.313 0.102
H -1.58942 -3.89361 0.36028 -0.168 -0.283 -0.394 0.328
H 0.99590 -5.47456 -0.37802 -0.212 0.348 -0.127 0.537
H 1.12155 -3.86145 0.36934 0.026 -0.532 -0.527 0.229
H 1.89523 -4.20619 -1.23588 -0.289 -0.129 0.386 0.282
H 1.68696 0.67179 -4.09032 0.194 0.114 0.553 0.337
H 3.22556 0.87275 -3.22390 -0.345 -0.148 -0.033 0.620
H 1.69088 1.17559 -2.36715 0.059 0.081 -0.127 -0.287
H 1.38833 -1.72775 -4.62393 0.684 -0.056 0.334 0.257
H 2.29672 -2.91172 -3.61113 0.062 0.470 -0.215 0.421
H 3.18041 -1.65341 -4.48455 -0.300 0.029 0.125 0.472
H 2.78554 -0.93119 -0.62171 0.311 -0.025 -0.220 -0.201
H 4.14522 -0.96771 -1.83905 -0.701 -0.149 0.272 0.446
H 3.16996 -2.41843 -1.53095 0.010 0.332 0.144 0.262
H -1.78310 -2.22842 -4.22224 0.039 0.499 -0.073 0.219
H -0.54494 -1.07873 -4.80481 -0.603 0.065 0.006 0.226
H -2.29563 -0.77421 -5.10227 0.345 -0.052 0.321 0.462
H -3.21734 -1.68075 -2.35314 0.019 0.232 0.112 0.269
H -3.75305 -0.04220 -2.75054 0.332 -0.228 0.249 0.505
H -2.88382 -0.35369 -1.21539 0.005 0.035 -0.290 -0.100
H -0.52518 1.24056 -4.01221 -0.438 -0.010 0.586 0.250
H -1.03691 1.60195 -2.32464 -0.059 0.100 -0.126 -0.122
H -2.22649 1.60978 -3.65081 0.331 -0.215 0.175 0.568
```
Positions in Å, forces in eV/Å.

---

Density functional theory data (the ωB97M-V functional and the def2-TZVPD basis) for a structure of composition C30H54AsMnN4.

E_tot (eV): -130100.8756
Gap between HOMO and LUMO (spin up / spin down) (eV): 6.95 / 6.95
Multiplicity: 2
Total charge: +1
Energy relative to the best compared isomer or geometry (same formula, charge and spin) (eV): 0.000

The geometry in XYZ format:
```
90
Properties=species:S:1:pos:R:3:forces:R:3:mulliken_charge:R:1
Mn 0.74428 0.36118 0.86083 1.634 0.218 1.049 1.910
C 3.74093 0.10876 0.98002 0.114 0.056 0.030 -0.882
C 3.33330 -1.22610 1.57139 -0.009 -0.128 0.056 -0.715
N 1.87002 -1.41319 1.47976 -0.012 0.143 -0.337 -0.024
C 1.26001 -1.91878 2.71505 -0.040 -0.200 0.019 -0.830
C 1.19933 -0.82162 3.76106 0.041 0.002 0.047 -0.906
N 0.73823 0.44056 3.14677 -0.522 0.130 -0.603 -0.403
C 1.54141 1.62620 3.46445 0.032 0.096 0.115 -0.669
C 2.91044 1.54611 2.82184 0.123 -0.046 0.025 -0.931
N 2.79947 1.15560 1.40250 -0.466 0.357 -0.273 -0.062
H 4.77545 0.34940 1.24613 -0.019 -0.008 0.077 0.485
H 3.68973 0.05473 -0.10261 0.100 0.078 -0.070 0.351
H 3.87474 -2.02049 1.05399 -0.044 -0.056 0.041 0.536
H 3.62687 -1.28790 2.62060 0.010 0.007 -0.011 0.470
H 1.62851 -2.04672 0.72469 -0.007 -0.007 0.008 0.053
H 0.25239 -2.24248 2.46161 -0.040 -0.023 -0.020 0.258
H 1.80003 -2.78197 3.11942 0.015 -0.002 -0.029 0.568
H 0.53085 -1.13614 4.56385 0.008 0.068 0.027 0.580
H 2.17612 -0.65867 4.22008 -0.004 0.006 -0.023 0.332
H -0.21104 0.63212 3.44846 -0.010 -0.053 -0.002 0.236
H 1.01074 2.48722 3.05394 -0.007 0.006 0.060 0.046
H 1.64801 1.78783 4.54260 -0.009 -0.045 0.007 0.539
H 3.39984 2.51606 2.92806 0.066 -0.027 -0.030 0.629
H 3.54505 0.82478 3.33857 -0.032 0.000 0.013 0.247
H 2.97174 1.97391 0.83024 -0.003 0.015 0.016 0.150
C -4.46193 -3.39353 -1.08219 0.042 0.015 0.027 -1.728
C -3.53984 -2.61247 -0.18070 0.025 0.006 -0.086 -0.094
C -3.87552 -2.38851 1.14815 -0.022 0.027 0.031 -0.754
C -3.02265 -1.64619 1.95597 0.013 -0.031 -0.003 0.613
C -3.35215 -1.39419 3.40457 0.010 -0.019 -0.004 -1.548
C -1.84775 -1.14800 1.41608 -0.071 -0.009 0.161 0.228
C -1.44483 -1.37091 0.08683 0.105 0.080 -0.412 -0.105
C -2.34781 -2.11425 -0.69739 -0.106 -0.059 -0.011 -0.861
N -0.23966 -0.83340 -0.33246 -0.823 -0.436 0.004 0.647
C 0.27111 -1.01321 -1.69678 -0.162 -0.093 0.038 1.019
C -0.58619 -0.33036 -2.78008 0.010 -0.097 -0.028 -0.265
C 0.06671 -0.45295 -4.16127 0.020 -0.029 0.031 0.274
C 1.42793 0.24679 -4.13930 -0.022 -0.021 0.002 -1.312
C 2.32199 -0.42808 -3.09777 -0.005 0.018 -0.044 0.193
C 2.51178 -1.90579 -3.45078 -0.006 0.008 0.013 -1.384
C 1.14932 -2.60045 -3.46413 -0.001 -0.003 0.011 0.185
C 0.25136 -1.93320 -4.51197 0.036 0.035 0.033 -1.221
C 0.49859 -2.48974 -2.07878 0.047 0.026 -0.065 -0.736
C 1.64972 -0.34397 -1.72690 -0.072 0.016 0.032 -1.920
H -5.36775 -3.69337 -0.55785 0.002 0.001 0.001 0.413
H -3.97274 -4.29541 -1.45459 -0.001 0.001 0.005 0.338
H -4.75370 -2.79940 -1.94999 -0.001 -0.001 0.005 0.325
H -4.80020 -2.78461 1.55050 -0.001 0.009 -0.001 0.352
H -4.35576 -1.73972 3.64697 0.000 0.001 -0.001 0.402
H -3.29890 -0.33020 3.64893 -0.012 -0.038 0.015 0.260
H -2.65600 -1.92032 4.06292 -0.003 -0.001 0.001 0.290
H -1.20439 -0.55463 2.05609 0.012 -0.044 -0.017 -0.068
H -2.14001 -2.31195 -1.73672 -0.063 0.001 0.023 0.811
H -0.69944 0.72102 -2.51366 -0.011 0.035 0.004 -0.661
H -1.58496 -0.76508 -2.80507 -0.016 0.067 -0.010 0.466
H -0.57540 0.02463 -4.90517 -0.015 -0.004 -0.003 0.334
H 1.29663 1.30627 -3.89068 0.016 -0.004 -0.023 0.410
H 1.90075 0.20004 -5.12373 -0.006 -0.003 0.000 0.535
H 3.29567 0.07033 -3.06848 -0.008 0.018 0.051 0.398
H 3.16623 -2.38602 -2.71489 0.019 0.005 -0.019 0.470
H 2.99796 -1.99732 -4.42562 -0.006 -0.001 0.003 0.514
H 1.28169 -3.65622 -3.71076 -0.006 -0.005 -0.012 0.294
H -0.71984 -2.43505 -4.55234 0.001 0.006 0.006 0.503
H 0.70671 -2.02664 -5.50180 -0.019 -0.016 -0.005 0.545
H 1.14346 -2.95525 -1.32147 -0.002 -0.008 -0.014 0.390
H -0.43984 -3.04009 -2.07256 0.085 -0.047 0.021 0.495
H 1.53498 0.71720 -1.43300 0.032 0.050 0.053 -0.091
H 2.27335 -0.84870 -0.98989 0.078 -0.042 -0.030 0.013
C 1.72180 4.04636 -0.73413 -0.017 0.056 0.006 -0.960
C 0.73167 4.09523 0.42727 0.104 0.047 -0.096 -0.947
As -0.45132 2.54580 0.46161 0.034 -0.322 0.132 0.367
C -1.47770 2.88197 -1.15016 -0.108 -0.012 -0.065 -0.870
C -2.74318 2.03069 -1.25598 0.019 0.005 -0.015 -1.266
C -1.66498 3.14142 1.87289 -0.058 0.009 0.030 -1.061
C -2.74939 2.14458 2.27170 0.006 0.057 0.053 -0.720
H 2.44712 4.85733 -0.66707 0.004 -0.001 -0.011 0.396
H 1.21241 4.14435 -1.69323 -0.005 -0.013 0.003 0.315
H 2.27545 3.10387 -0.76687 0.002 -0.011 -0.012 0.024
H 0.10090 4.98326 0.35601 0.027 0.020 0.032 0.594
H 1.25050 4.14975 1.38743 0.011 -0.012 0.005 0.491
H -0.80779 2.69725 -1.99132 -0.005 0.027 0.015 0.456
H -1.71241 3.94869 -1.14859 -0.015 0.005 -0.050 0.691
H -2.56386 0.98994 -0.97909 0.015 -0.010 -0.017 0.249
H -3.12287 2.04426 -2.27803 -0.009 0.000 0.008 0.425
H -3.53036 2.41741 -0.61067 0.002 0.007 -0.001 0.347
H -2.09646 4.08676 1.53736 0.003 0.018 0.050 0.598
H -1.02866 3.37143 2.73181 0.003 0.048 -0.014 0.602
H -3.55356 2.10708 1.54023 0.006 -0.036 -0.014 0.242
H -3.19071 2.42553 3.22901 -0.013 0.021 -0.010 0.500
H -2.36172 1.12952 2.35826 -0.016 0.100 -0.006 -0.409
```
Positions in Å, forces in eV/Å.

---

- The highest energy relative to the best compared isomer or geometry (same formula, charge and spin) belongs to which entry?
  C30H53NO4SSbSiW

---

- Which of these has the highest total charge?
  C30H53NO4SSbSiW

---

- What is the E_tot in the second record?
  -130100.8756 eV

---

- Which value of E_tot does entry 1 give?
  -68694.6297 eV